P) C3H7NOS | wB97M-V/def2-TZVPD

- E_HOMO (eV) = -9.336
- net charge = 0
- Kohn-Sham gap (eV) = 10.0
- SMILES = N[C@@H](C=O)CS

Last column: natural (NBO) charge in e.
Element x y z (Å)
O  1.439  0.312  1.853  -0.514
C  1.499  0.088  0.671  0.435
C  0.305  0.301  -0.283  -0.161
C  -0.812  -0.675  0.124  -0.519
S  -1.765  -1.322  -1.287  -0.033
N  -0.093  1.692  -0.277  -0.832
H  2.405  -0.406  0.271  0.114
H  0.728  -0.013  -1.246  0.181
H  -1.542  -0.123  0.710  0.229
H  -0.437  -1.504  0.714  0.235
H  -1.059  -2.434  -1.489  0.121
H  -1.091  1.815  -0.132  0.366
H  0.422  2.269  0.370  0.378


Q) C3H7NOS | wB97M-V/def2-TZVPD

- E_HOMO (eV) = -8.998
- net charge = 0
- Kohn-Sham gap (eV) = 9.7

Last column: natural (NBO) charge in e.
Element x y z (Å)
C  1.084  2.085  -0.181  -0.386
C  1.017  0.757  -0.048  -0.222
C  0.024  -0.040  -0.768  -0.643
N  -0.582  -1.829  1.154  -1.025
O  -2.341  -1.126  -0.711  -0.950
S  -1.453  -0.562  0.311  1.373
H  1.788  2.765  0.364  0.218
H  1.537  0.128  0.746  0.207
H  0.441  2.479  -1.042  0.195
H  -0.231  0.592  -1.695  0.231
H  0.458  -0.969  -1.265  0.245
H  -1.203  -2.613  1.029  0.385
H  -0.540  -1.668  2.106  0.372


R) C3H7NOS | wB97M-V/def2-TZVPD

- E_HOMO (eV) = -9.478
- net charge = 0
- Kohn-Sham gap (eV) = 10.2
- SMILES = O=CNCCS

Last column: natural (NBO) charge in e.
Element x y z (Å)
O  2.077  -2.284  0.899  -0.595
C  1.149  -1.523  0.750  0.532
N  1.258  -0.352  0.057  -0.628
C  0.301  0.728  -0.031  -0.222
C  -1.011  0.233  -0.672  -0.541
S  -2.297  1.453  -0.899  -0.012
H  0.141  -1.683  1.153  0.103
H  2.212  -0.163  -0.215  0.403
H  0.740  1.472  -0.683  0.212
H  0.105  1.219  0.924  0.187
H  -1.379  -0.579  -0.053  0.210
H  -0.723  -0.183  -1.626  0.232
H  -2.572  1.663  0.395  0.119


Relative to the most stable one, in hartree, the structures come out at P) 0.0326; Q) 0.0815; R) 0.0000.


P) C9H14NO | wB97M-V/def2-TZVPD

- E_HOMO (eV) = -12.371
- net charge = +1
- Kohn-Sham gap (eV) = 9.3

Last column: natural (NBO) charge in e.
Element x y z (Å)
C  3.551  -1.266  -0.475  -0.115
C  2.594  -0.552  -0.294  -0.132
C  -2.224  -1.314  0.159  -0.399
C  -0.734  -1.611  0.300  -0.454
C  1.397  1.652  -0.345  -0.473
C  -2.173  0.216  0.345  -0.225
C  -0.125  1.874  -0.145  -0.203
C  -0.186  -0.611  -0.730  -0.076
C  1.599  0.251  0.202  0.330
N  -1.015  0.613  -0.520  -0.398
O  1.392  0.125  1.534  -0.688
H  4.102  -2.043  -0.919  0.250
H  -2.639  -1.430  -0.905  0.219
H  -2.795  -1.710  0.965  0.249
H  -0.444  -1.406  1.271  0.218
H  -0.318  -2.555  0.033  0.243
H  1.597  1.924  -1.418  0.253
H  1.755  2.532  0.152  0.267
H  -3.161  0.754  0.154  0.247
H  -2.044  0.563  1.309  0.224
H  -0.343  2.067  1.007  0.229
H  -0.333  2.830  -0.539  0.240
H  -0.026  -1.057  -1.673  0.230
H  -1.258  0.755  -1.490  0.439
H  1.829  -0.602  2.023  0.525


Q) C9H14NO | wB97M-V/def2-TZVPD

- E_HOMO (eV) = -12.028
- net charge = +1
- Kohn-Sham gap (eV) = 7.9

Last column: natural (NBO) charge in e.
Element x y z (Å)
C  2.052  -3.124  -1.444  -0.281
C  0.800  -2.769  -1.974  -0.288
C  2.020  -3.079  -0.121  0.069
C  0.088  -2.351  -0.849  0.064
C  -1.577  2.112  0.134  -0.461
C  -0.388  2.196  -0.844  -0.235
C  -0.397  1.296  0.356  0.467
C  -0.490  1.837  -2.340  -0.629
C  -0.602  -0.075  2.263  -0.427
N  0.130  0.382  1.074  -0.410
O  0.804  -2.519  0.264  -0.439
H  2.928  -3.409  -2.136  0.250
H  0.709  -2.510  -2.946  0.230
H  2.675  -3.416  0.559  0.210
H  -1.813  2.979  0.747  0.281
H  -2.270  1.404  -0.283  0.265
H  0.272  2.994  -0.819  0.264
H  0.162  1.042  -2.615  0.242
H  0.025  2.592  -2.894  0.241
H  -1.494  1.934  -2.689  0.240
H  -0.081  -0.828  2.781  0.244
H  -0.880  0.745  2.887  0.233
H  -1.517  -0.520  1.920  0.223
H  0.853  -0.226  0.777  0.452
H  -0.926  -2.207  -0.721  0.195


Relative to the most stable one, in hartree, the structures come out at P) 0.0495; Q) 0.0000.


P) C2HClO2 | wB97M-V/def2-TZVPD

- E_HOMO (eV) = -10.084
- net charge = 0
- Kohn-Sham gap (eV) = 8.1

Last column: natural (NBO) charge in e.
Element x y z (Å)
C  0.521  0.045  -0.036  0.073
C  -0.685  -0.268  -0.714  0.841
O  1.655  -0.308  -0.278  -0.560
O  -1.714  0.006  -1.107  -0.286
Cl  -0.256  -0.526  1.799  -0.333
H  0.478  1.051  0.336  0.266


Q) C2HClO2 | wB97M-V/def2-TZVPD

- E_HOMO (alpha / beta) (eV) = -9.349 / -9.370
- net charge = 0
- Kohn-Sham gap (alpha / beta) (eV) = 8.1 / 7.5

Last column: natural (NBO) charge in e.
Element x y z (Å)
C  0.402  0.280  -0.008  -0.020
C  -0.904  0.022  0.353  -0.047
O  1.336  -0.643  -0.032  -0.135
O  0.830  -1.900  -0.119  -0.162
Cl  -2.211  0.840  -0.108  0.138
H  0.547  1.401  -0.085  0.226


Relative to the most stable one, in hartree, the structures come out at P) 0.0000; Q) 0.1695.


P) C4H9N2O | wB97M-V/def2-TZVPD

- E_HOMO (alpha / beta) (eV) = -14.582 / -14.583
- net charge = +1
- Kohn-Sham gap (alpha / beta) (eV) = 6.9 / 6.9

Last column: natural (NBO) charge in e.
Element x y z (Å)
C  0.362  -0.723  -0.184  0.728
C  -1.690  0.117  -0.104  -0.253
C  -1.629  -1.172  -1.004  -0.097
C  0.310  1.562  0.719  -0.425
N  -0.316  0.341  0.220  -0.415
N  3.094  -0.293  0.508  -0.456
O  -0.223  -1.660  -0.837  -0.442
H  -2.118  0.960  -0.639  0.240
H  -2.301  -0.015  0.810  0.232
H  -2.205  -2.101  -0.887  0.257
H  -1.652  -0.750  -2.066  0.222
H  1.194  1.313  1.203  0.249
H  0.756  2.104  -0.139  0.246
H  -0.364  1.947  1.498  0.245
H  3.623  -0.589  -0.254  0.333
H  3.158  -1.041  1.155  0.336


Q) C4H9N2O | wB97M-V/def2-TZVPD

- E_HOMO (eV) = -13.617
- net charge = +1
- Kohn-Sham gap (eV) = 9.9

Last column: natural (NBO) charge in e.
Element x y z (Å)
C  -2.520  1.241  0.061  0.938
C  0.605  -0.780  -0.637  -0.189
C  -0.439  0.001  -0.858  -0.018
C  1.490  -1.064  -1.876  -0.637
N  -1.390  0.708  0.086  -0.709
N  0.099  0.511  2.228  -0.888
O  -3.503  1.788  0.136  -0.380
H  1.029  -1.089  0.325  0.197
H  -0.662  0.303  -1.864  0.220
H  1.843  -2.064  -1.961  0.238
H  2.466  -0.617  -1.912  0.243
H  0.844  -0.905  -2.769  0.226
H  0.935  1.030  2.272  0.439
H  0.207  -0.530  2.449  0.445
H  -0.588  0.631  1.363  0.458
H  -0.417  0.836  2.958  0.418


Relative to the most stable one, in hartree, the structures come out at P) 0.1823; Q) 0.0000.


P) C4H9N2O | wB97M-V/def2-TZVPD

- E_HOMO (eV) = -14.147
- net charge = +1
- Kohn-Sham gap (eV) = 10.7

Last column: natural (NBO) charge in e.
Element x y z (Å)
C  0.066  -2.881  0.247  -0.654
C  0.185  -1.336  0.277  0.169
C  1.202  -0.437  0.264  -0.058
N  0.666  0.865  0.284  -0.446
C  -0.645  0.723  0.177  0.248
N  -0.961  -0.607  0.237  -0.470
H  0.607  -3.474  0.987  0.265
H  -1.059  -3.191  0.367  0.239
H  0.418  -3.271  -0.732  0.259
H  2.267  -0.419  0.198  0.258
H  1.115  1.831  0.310  0.488
H  -1.271  1.333  0.706  0.222
H  -2.027  -0.820  0.286  0.477
H  0.038  4.116  -1.877  0.484
H  -0.467  4.051  -0.518  0.471
O  -0.134  3.517  -1.212  -0.950


Q) C4H9N2O | wB97M-V/def2-TZVPD

- E_HOMO (eV) = -13.496
- net charge = +1
- Kohn-Sham gap (eV) = 9.2
- SMILES = C/C=C/N/C=[NH+]\O

Last column: natural (NBO) charge in e.
Element x y z (Å)
C  2.092  -0.738  -0.124  0.329
C  -0.267  -1.080  0.436  -0.128
C  -0.860  0.006  -0.095  -0.058
C  -2.209  0.485  -0.020  -0.639
N  1.044  -1.448  0.174  -0.471
N  2.233  0.557  -0.293  -0.288
O  1.443  1.549  0.454  -0.506
H  2.912  -1.315  -0.430  0.233
H  1.634  1.287  1.389  0.488
H  -0.712  -1.771  1.068  0.221
H  -0.369  0.662  -0.740  0.204
H  -2.144  1.488  -0.010  0.232
H  -2.662  0.049  0.860  0.225
H  -2.653  0.125  -0.895  0.250
H  1.240  -2.483  0.184  0.447
H  2.996  1.160  -0.677  0.460


R) C4H9N2O | wB97M-V/def2-TZVPD

- E_HOMO (eV) = -14.467
- net charge = +1
- Kohn-Sham gap (eV) = 9.3
- SMILES = CC1(C)[NH2+][C@H]1N=O

Last column: natural (NBO) charge in e.
Element x y z (Å)
C  -1.531  -0.603  -0.109  0.003
C  -0.164  -0.015  0.000  0.170
C  -0.147  1.506  0.250  -0.636
C  0.904  -0.497  -0.904  -0.631
N  -2.709  0.117  0.292  0.130
N  -0.649  -0.938  1.048  -0.520
O  -3.508  0.169  -0.597  -0.162
H  -1.583  -1.463  -0.781  0.243
H  0.854  1.786  0.382  0.239
H  -0.626  1.870  1.293  0.245
H  -0.596  2.103  -0.494  0.260
H  1.504  0.321  -1.131  0.256
H  0.472  -0.873  -1.811  0.249
H  1.449  -1.271  -0.461  0.238
H  -1.147  -0.458  1.872  0.469
H  -0.282  -1.831  1.095  0.446


Relative to the most stable one, in hartree, the structures come out at P) 0.0000; Q) 0.1062; R) 0.1442.


P) C4H9N2O | wB97M-V/def2-TZVPD

- E_HOMO (eV) = -14.359
- net charge = +1
- Kohn-Sham gap (eV) = 10.2

Last column: natural (NBO) charge in e.
Element x y z (Å)
C  -0.719  -0.633  -0.141  0.621
C  -0.386  0.428  0.891  -0.459
C  0.689  1.411  0.326  -0.609
C  1.646  -1.322  -0.067  0.403
N  0.281  -1.318  -0.644  -0.651
N  -1.987  -0.738  -0.565  -0.707
O  2.272  -2.057  -0.863  -0.600
H  -1.410  0.902  1.170  0.221
H  0.008  -0.138  1.667  0.261
H  0.326  2.318  0.740  0.242
H  1.763  1.047  0.501  0.255
H  0.573  1.545  -0.700  0.211
H  0.025  -1.924  -1.462  0.411
H  -2.544  -0.036  -0.119  0.438
H  -2.167  -1.303  -1.380  0.430
H  3.171  -2.016  -0.523  0.533


Q) C4H9N2O | wB97M-V/def2-TZVPD

- E_HOMO (alpha / beta) (eV) = -15.187 / -15.192
- net charge = +1
- Kohn-Sham gap (alpha / beta) (eV) = 8.5 / 8.5

Last column: natural (NBO) charge in e.
Element x y z (Å)
C  -1.215  -0.150  -0.464  -0.418
C  -0.721  -1.473  0.231  -0.284
C  0.170  0.656  -0.681  -0.121
C  0.284  1.728  0.402  -0.576
N  0.733  -1.355  0.194  -0.116
N  1.149  -0.286  -0.302  0.309
O  2.890  -0.062  -0.269  -0.326
H  -1.732  -0.367  -1.404  0.264
H  -1.884  0.490  0.119  0.258
H  -1.013  -1.563  1.240  0.254
H  -1.135  -2.439  -0.259  0.279
H  0.510  1.104  -1.662  0.306
H  0.333  1.086  1.346  0.206
H  -0.691  2.156  0.459  0.243
H  1.108  2.463  0.371  0.278
H  1.215  -1.989  0.677  0.444


Relative to the most stable one, in hartree, the structures come out at P) 0.0000; Q) 0.1870.


P) C2H7S2 | wB97M-V/def2-TZVPD

- E_HOMO (eV) = -2.565
- net charge = -1
- Kohn-Sham gap (eV) = 5.8

Last column: natural (NBO) charge in e.
Element x y z (Å)
S  -2.200  -1.005  -2.020  -1.065
H  -1.241  -0.542  -2.822  0.079
C  0.190  -0.694  0.597  -0.613
C  0.883  0.558  0.106  -0.494
S  0.383  2.072  1.014  -0.107
H  0.494  -0.882  1.642  0.171
H  -0.893  -0.671  0.578  0.255
H  0.561  -1.560  0.055  0.222
H  0.577  0.748  -0.910  0.230
H  1.960  0.429  0.185  0.196
H  -0.713  1.547  1.574  0.127


Q) C2H7S2 | wB97M-V/def2-TZVPD

- E_HOMO (eV) = -2.977
- net charge = -1
- Kohn-Sham gap (eV) = 6.8

Last column: natural (NBO) charge in e.
Element x y z (Å)
S  -2.037  -0.473  -0.857  -0.560
H  -2.990  0.456  -0.727  0.114
H  -1.067  0.309  -0.027  0.186
C  1.850  -0.612  -0.684  -0.619
C  1.223  -0.489  0.697  -0.514
S  0.353  1.099  0.953  -0.546
H  2.551  0.213  -0.828  0.195
H  1.078  -0.527  -1.447  0.210
H  2.386  -1.561  -0.786  0.172
H  1.996  -0.596  1.460  0.181
H  0.499  -1.298  0.848  0.181


Relative to the most stable one, in hartree, the structures come out at P) 0.0077; Q) 0.0000.


P) C2H7S2 | wB97M-V/def2-TZVPD

- E_HOMO (eV) = -3.017
- net charge = -1
- Kohn-Sham gap (eV) = 6.8

Last column: natural (NBO) charge in e.
Element x y z (Å)
S  -0.247  0.405  2.562  -0.896
H  -1.025  -0.670  2.249  0.094
C  -0.484  -1.200  -2.376  -0.619
C  -0.641  -0.170  -1.238  -0.523
S  0.956  0.411  -0.634  -0.257
H  0.479  -1.673  -2.233  0.215
H  -0.435  -0.687  -3.344  0.189
H  -1.347  -1.862  -2.446  0.194
H  -1.191  0.737  -1.495  0.195
H  -1.198  -0.640  -0.428  0.208
H  0.336  0.755  0.656  0.200


Q) C2H7S2 | wB97M-V/def2-TZVPD

- E_HOMO (eV) = -3.166
- net charge = -1
- Kohn-Sham gap (eV) = 7.1

Last column: natural (NBO) charge in e.
Element x y z (Å)
S  0.910  1.304  1.633  -0.704
H  0.078  2.077  2.352  0.108
C  0.787  -1.602  -0.980  -0.620
C  0.008  -0.357  -1.392  -0.516
S  -1.410  -0.075  -0.278  -0.415
H  0.132  -2.476  -1.004  0.194
H  1.103  -1.515  0.063  0.216
H  1.679  -1.787  -1.589  0.176
H  0.648  0.527  -1.348  0.201
H  -0.342  -0.466  -2.420  0.184
H  -0.366  0.703  0.752  0.175


Relative to the most stable one, in hartree, the structures come out at P) 0.0077; Q) 0.0000.